Record 1
Entry from the Open Molecules 2025 dataset: a 2-piece molecular cluster, C6H16 overall (ωB97M-V/def2-TZVPD).

Summary:
E_HOMO ... -10.78 eV
SMILES ... CC(C)C.CC
Total energy ... -6480.8771 eV
Gap between HOMO and LUMO ... 0.437 Ha
Total charge ... 0
Strongest force on any atom ... 1.6 eV/A
Energy above the lowest of the compared OMol25 structures with the same formula, charge and spin ... 75.32 kJ/mol

Geometry as XYZ:
```
22
Properties=species:S:1:pos:R:3:forces:R:3
C -0.426 0.883 -2.702 1.00 0.22 -1.23
C 0.099 1.105 -1.290 -0.34 0.39 -0.02
C -0.834 0.457 -0.273 -0.52 0.14 0.63
C 1.575 0.777 -1.084 -0.07 -0.22 -0.45
H -1.051 1.697 -3.066 -0.45 0.00 0.37
H -0.941 -0.058 -2.920 0.26 0.03 0.30
H 0.441 0.981 -3.367 -0.09 -0.38 -0.20
H 0.037 2.199 -1.203 -0.06 -0.20 0.52
H -1.392 1.267 0.211 -0.23 -0.43 0.11
H -1.531 -0.268 -0.685 -0.32 0.29 -0.56
H -0.410 -0.163 0.510 0.80 0.51 -0.05
H 2.210 1.529 -1.548 0.01 0.17 -0.06
H 1.818 0.755 -0.021 0.05 -0.18 -0.06
H 1.843 -0.160 -1.580 -0.01 -0.21 0.35
C 0.217 -2.052 2.170 0.20 0.18 1.11
C -0.611 -0.933 2.879 0.82 -0.87 0.13
H -0.429 -2.917 2.011 0.17 0.05 -0.44
H 0.825 -1.806 1.290 -0.71 0.26 -0.04
H 0.987 -2.373 2.880 -0.18 -0.17 0.08
H -1.232 -0.364 2.211 -0.09 0.35 -0.14
H 0.039 -0.298 3.490 -0.13 0.20 -0.43
H -1.278 -1.410 3.592 -0.12 -0.15 0.08
```
Positions in Å, forces in eV/Å.

***

Record 2
Entry from the Open Molecules 2025 dataset: a 10-piece molecular cluster, C22H64N2O10 overall (ωB97M-V/def2-TZVPD).

Summary:
E_HOMO ... -8.90 eV
SMILES ... NC(N)=O.CC(C)O.CC(C)O.CC(C)O.CC(C)O.CC(C)O.CC(C)O.CO.CO.CO
Total energy ... -47298.1191 eV
Gap between HOMO and LUMO ... 0.340 Ha
Total charge ... 0
Strongest force on any atom ... 13.4 eV/A
Energy above the lowest of the compared OMol25 structures with the same formula, charge and spin ... 832.58 kJ/mol

Geometry as XYZ:
```
98
Properties=species:S:1:pos:R:3:forces:R:3
N 1.232 3.538 2.713 1.44 0.65 1.37
C 0.690 2.316 2.637 2.40 -4.76 5.06
N -0.355 2.208 1.869 -1.59 -1.06 -1.62
O 1.138 1.240 3.469 -2.08 5.62 -4.29
H 1.930 3.619 3.461 -0.43 0.08 -0.83
H 1.267 4.205 1.951 -0.17 -0.46 0.13
H -0.652 1.226 1.675 0.17 1.48 0.04
H -0.760 3.061 1.390 0.63 -1.48 0.25
C -0.478 -1.359 -3.999 -0.12 0.07 1.20
C 0.719 -1.337 -4.914 -4.91 7.59 -2.87
C 1.396 0.064 -4.924 -1.04 -0.42 -1.66
O 1.667 -2.086 -4.629 6.04 -8.34 2.18
H -1.318 -0.712 -4.262 0.32 0.25 -0.34
H -0.096 -1.021 -3.004 -0.55 -0.53 -0.40
H -0.912 -2.360 -3.957 0.16 -0.13 0.32
H 0.404 -1.452 -5.969 -0.43 -0.11 -0.03
H 0.635 0.758 -5.199 -0.49 1.00 0.09
H 2.108 0.095 -5.738 0.25 -0.22 -0.36
H 1.952 0.380 -4.082 0.08 -0.09 1.37
H 1.399 -3.026 -4.785 0.67 0.87 0.45
C 1.812 -1.665 3.716 -0.58 -2.12 -0.80
C 0.632 -1.985 2.736 -0.68 -3.52 9.43
C -0.712 -1.505 3.214 1.52 0.32 1.04
O 0.837 -1.583 1.593 3.08 4.65 -10.87
H 2.542 -1.171 3.156 1.22 1.01 -0.90
H 2.275 -2.585 4.069 -0.08 -0.25 0.04
H 1.625 -1.082 4.548 -0.81 1.37 1.59
H 0.711 -3.039 2.542 -0.98 -1.67 1.70
H -0.703 -0.471 3.513 0.35 0.56 0.01
H -0.968 -2.048 4.083 -0.69 -0.78 0.96
H -1.398 -1.588 2.442 -1.67 -0.33 -1.44
H 1.676 -1.982 1.291 -0.61 0.54 -0.48
C -0.393 2.743 -2.883 -1.00 0.20 -2.08
C 0.749 2.298 -2.041 1.99 -3.65 -10.67
C 2.133 2.712 -2.647 -1.10 1.07 -0.48
O 0.654 2.579 -0.872 -0.87 3.51 12.94
H -0.463 3.832 -2.891 -0.21 0.13 0.01
H -1.390 2.284 -2.710 0.72 0.34 0.50
H -0.180 2.411 -3.903 0.02 0.32 -0.19
H 0.725 1.228 -2.083 0.25 -1.39 -1.03
H 2.927 2.216 -2.134 0.52 -0.43 0.32
H 2.294 3.798 -2.540 -0.15 -0.19 0.19
H 2.198 2.530 -3.723 -0.03 -0.22 0.17
H 0.319 1.838 -0.337 0.11 0.31 -0.05
C 4.260 2.244 2.172 0.07 0.03 -0.28
C 4.301 0.887 1.524 -6.48 0.31 3.56
C 3.032 0.704 0.716 -1.12 -0.91 1.93
O 5.321 0.620 0.834 7.87 -0.45 -5.56
H 5.215 2.586 2.473 1.19 0.24 0.28
H 3.633 2.251 3.033 -0.58 -0.30 0.62
H 3.852 2.972 1.484 -0.05 0.25 -0.35
H 4.343 0.046 2.177 -1.30 -0.13 2.48
H 2.876 1.529 0.101 0.04 1.14 -1.78
H 2.151 0.742 1.388 0.50 -0.45 -0.18
H 3.083 -0.265 0.223 -0.24 0.10 -0.45
H 5.448 -0.327 0.838 0.41 0.03 -0.42
C 0.154 -6.405 -1.108 0.66 -1.18 1.13
C 0.661 -5.050 -0.779 1.49 1.65 -4.39
C 0.016 -3.824 -1.409 -0.21 -1.45 -2.77
O 0.698 -4.652 0.434 0.50 0.06 8.38
H 0.641 -7.171 -0.469 -0.33 0.59 0.15
H 0.575 -6.651 -2.037 -0.07 -0.39 -1.77
H -0.906 -6.576 -1.063 -0.58 0.16 -0.13
H 1.742 -4.988 -1.035 -0.35 -0.55 -0.83
H 0.162 -3.995 -2.458 -0.31 0.54 -1.20
H 0.521 -2.907 -1.155 0.04 0.15 0.36
H -1.058 -3.799 -1.250 -0.16 0.18 0.29
H -0.190 -4.480 0.762 0.05 0.24 0.60
C -2.792 2.478 -0.472 -1.08 0.33 -0.86
C -2.524 3.940 -0.330 -5.61 -0.66 -5.70
C -3.702 4.764 0.157 -0.27 0.84 -0.26
O -1.515 4.192 0.376 6.90 2.40 5.79
H -3.194 2.160 0.432 -0.58 -1.30 1.67
H -1.942 1.908 -0.787 0.50 -0.15 0.16
H -3.577 2.344 -1.232 0.21 0.03 0.18
H -2.243 4.176 -1.350 -0.59 0.86 -0.93
H -4.575 4.696 -0.447 -0.88 -0.60 -0.51
H -3.549 5.858 0.145 0.68 -0.26 -0.08
H -3.947 4.547 1.183 -0.14 -0.40 0.43
H -1.472 5.153 0.527 0.36 -0.57 0.08
C -1.660 -0.705 -0.244 -0.41 -0.53 1.01
O -0.394 -0.073 -0.159 -0.12 0.44 -0.99
H -2.193 -0.606 -1.209 0.69 0.25 0.34
H -2.260 -0.290 0.570 -0.57 0.07 -0.26
H -1.574 -1.776 0.004 0.11 0.16 -0.38
H 0.120 -0.551 0.515 0.19 -0.22 0.11
C -4.052 1.876 3.004 -1.01 0.92 -0.19
O -2.783 1.348 2.768 -0.02 -0.07 0.03
H -4.750 1.093 2.790 -0.70 -0.49 0.24
H -4.299 2.679 2.241 0.20 -0.57 1.12
H -4.176 2.238 4.057 0.01 -0.12 -0.87
H -2.303 2.113 2.476 1.08 0.11 0.07
C -2.643 -4.571 1.098 -3.65 0.51 -1.30
O -1.534 -4.051 1.667 0.94 0.25 1.14
H -3.274 -5.271 1.653 0.47 -0.08 0.70
H -2.394 -5.085 0.209 0.50 -0.55 -1.04
H -3.377 -3.764 0.786 0.71 -0.59 0.16
H -1.817 -3.431 2.334 0.36 0.37 0.48
```
Positions in Å, forces in eV/Å.

***

Record 3
Entry from the Open Molecules 2025 dataset: C16H19BrCr as an isolated structure (ωB97M-V/def2-TZVPD).

Summary:
E_HOMO (spin up / spin down) ... -3.31 / -3.36 eV
Total energy ... -115363.3399 eV
Gap between HOMO and LUMO (spin up / spin down) ... 0.228 / 0.229 Ha
Spin multiplicity ... 4
Total charge ... -1
⟨S²⟩ ... 3.81
Strongest force on any atom ... 3.8 eV/A
Energy above the lowest of the compared OMol25 structures with the same formula, charge and spin ... 0.00 kJ/mol

Geometry as XYZ:
```
37
Properties=species:S:1:pos:R:3:forces:R:3
C -1.207 -0.845 -3.323 -0.95 -0.29 0.38
C -1.504 -1.915 -2.414 -0.28 0.46 -0.96
C -2.164 -1.363 -1.271 -0.18 0.08 -0.03
H -1.214 -2.952 -2.589 -0.13 0.43 0.32
C -2.275 0.055 -1.475 -0.33 0.01 -0.77
C -1.680 0.376 -2.737 -0.75 -1.13 0.12
H -1.699 1.340 -3.239 0.36 -0.23 0.46
H -0.778 -0.944 -4.324 0.08 0.04 0.70
H -2.381 -1.896 -0.343 -0.04 0.23 -0.47
H -2.695 0.799 -0.801 0.17 -0.43 -0.09
Cr -0.204 -0.571 -1.286 2.84 0.85 -2.00
Br 1.165 -2.432 -0.559 -0.14 -0.94 0.34
C 1.933 1.142 -1.225 0.04 -0.47 -0.45
C 1.154 1.943 -2.113 -0.01 -0.41 -0.47
C 1.158 1.309 -3.389 0.48 0.23 0.32
H 0.649 2.875 -1.845 0.12 -0.37 -0.12
C 1.932 0.121 -3.299 0.12 0.38 0.47
C 2.448 0.033 -1.970 -0.44 0.42 -0.19
H 3.154 -0.713 -1.589 -0.58 0.34 -0.23
H 2.136 1.344 -0.172 -0.07 -0.03 -0.49
H 0.659 1.680 -4.290 0.08 -0.19 0.36
H 2.089 -0.623 -4.082 0.01 0.32 0.17
C -1.289 0.783 3.631 -0.17 0.10 0.39
C -0.052 0.112 3.050 0.18 -0.04 -0.04
C 1.228 0.793 3.520 0.26 0.11 0.47
C -0.022 -1.382 3.399 0.02 -0.20 0.21
C -0.103 0.233 1.617 -0.73 0.07 -2.55
C -0.239 0.227 0.394 0.08 0.41 3.81
H -1.253 0.731 4.724 -0.10 0.05 0.04
H -2.200 0.282 3.285 0.17 0.09 0.03
H -1.335 1.835 3.329 0.00 -0.16 0.04
H 1.279 0.755 4.614 0.13 0.06 0.00
H 2.107 0.284 3.105 -0.21 0.14 0.07
H 1.248 1.842 3.199 0.00 -0.20 0.07
H -0.918 -1.894 3.022 0.24 0.17 0.06
H 0.859 -1.868 2.955 -0.27 0.15 0.08
H 0.016 -1.497 4.490 0.01 -0.07 -0.07
```
Positions in Å, forces in eV/Å.

***

Record 4
Entry from the Open Molecules 2025 dataset: a 2-piece molecular cluster, C13H20N2O6 overall (ωB97M-V/def2-TZVPD).

Summary:
E_HOMO ... -8.78 eV
SMILES ... N[C@@H](Cc1ccc(O)cc1)C(=O)O.C[C@@H](O)[C@H](N)C(=O)O
Total energy ... -29070.3309 eV
Gap between HOMO and LUMO ... 0.340 Ha
Total charge ... 0
Strongest force on any atom ... 3.2 eV/A
Energy above the lowest of the compared OMol25 structures with the same formula, charge and spin ... 158.85 kJ/mol

Geometry as XYZ:
```
41
Properties=species:S:1:pos:R:3:forces:R:3
N -2.054 2.574 1.262 -1.91 1.35 -2.21
C -1.192 2.101 0.162 0.22 0.29 -0.61
C -1.834 1.361 -1.084 1.66 -1.13 1.56
C -2.488 0.059 -0.631 -0.58 -0.25 0.08
C -1.787 -1.149 -0.698 -0.39 0.20 0.13
C -2.194 -2.389 -0.231 -1.30 0.22 -0.06
C -3.525 -2.438 0.230 0.50 0.33 0.23
O -4.138 -3.561 0.676 -1.04 0.94 0.34
C -4.286 -1.279 0.324 2.10 1.19 -0.90
C -3.761 -0.026 -0.071 -0.84 -0.05 0.11
C -0.431 3.325 -0.396 -0.95 0.42 0.03
O 0.105 3.305 -1.474 0.33 0.26 0.73
O -0.589 4.464 0.340 1.05 -0.41 -1.52
H -2.961 3.049 0.838 2.30 -1.38 1.09
H -2.362 1.760 1.733 -0.61 -0.74 0.81
H -0.469 1.398 0.599 -0.11 0.26 -0.01
H -0.980 1.158 -1.772 -0.71 0.07 0.49
H -2.461 2.051 -1.572 -1.14 0.67 -0.64
H -0.850 -1.057 -1.133 0.27 0.14 -0.27
H -1.567 -3.295 -0.272 -0.31 0.62 -0.06
H -3.618 -4.316 0.514 1.06 -1.41 -0.31
H -5.241 -1.358 0.719 -1.68 -0.09 0.64
H -4.396 0.887 0.022 0.49 -0.86 -0.05
H -1.123 4.253 1.106 -0.30 -0.45 0.70
C 5.118 -0.559 1.089 0.79 1.20 -0.95
C 3.829 -1.084 0.562 0.09 -1.82 -0.40
O 3.005 -1.264 1.678 -0.70 -2.24 -0.49
C 3.062 -0.383 -0.578 1.68 1.55 -0.50
N 2.436 0.836 -0.045 0.42 -1.45 0.90
C 2.157 -1.360 -1.274 0.56 -1.03 0.05
O 2.491 -2.374 -1.852 0.23 0.84 0.32
O 0.860 -1.066 -1.158 1.05 0.11 -0.36
H 5.540 -1.289 1.759 0.04 -0.20 0.28
H 4.981 0.386 1.619 0.04 0.02 -0.04
H 5.829 -0.406 0.272 0.09 0.12 0.10
H 4.052 -2.098 0.196 -0.22 0.18 -0.02
H 2.809 -0.412 1.976 -0.59 2.22 1.04
H 3.818 -0.072 -1.371 -0.79 -0.39 0.95
H 1.548 0.586 0.350 -0.34 -0.26 0.48
H 2.182 1.473 -0.740 -0.08 1.24 -1.52
H 0.486 -1.790 -1.676 -0.39 -0.27 -0.14
```
Positions in Å, forces in eV/Å.

***

Record 5
Entry from the Open Molecules 2025 dataset: an isolated ion of composition C15H20NOS and charge +1 (ωB97M-V/def2-TZVPD).

Summary:
E_HOMO ... -11.76 eV
SMILES ... C[N+](C)(CCOc1ccccc1)Cc1cccs1
Total energy ... -30242.7458 eV
Gap between HOMO and LUMO ... 0.346 Ha
Total charge ... +1
Strongest force on any atom ... 4.3 eV/A

Geometry as XYZ:
```
38
Properties=species:S:1:pos:R:3:forces:R:3
C 0.482 -1.917 2.586 2.45 -0.25 2.14
N 0.261 -1.471 1.225 -2.13 -0.49 -0.91
C 0.143 -2.590 0.233 -0.55 -2.16 -0.42
C -1.149 -1.005 1.281 -2.98 2.88 0.91
C -1.641 0.022 0.219 0.32 -3.01 3.00
O -1.679 -0.815 -0.870 0.15 1.61 -3.48
C -1.522 -0.014 -2.030 0.12 0.83 -2.30
C -2.474 -0.129 -3.056 1.93 1.80 0.71
C -2.497 0.781 -4.120 -0.29 0.06 -2.26
C -1.462 1.715 -4.405 1.19 -1.31 1.75
C -0.339 1.653 -3.466 -1.80 1.48 -0.77
C -0.440 0.912 -2.286 0.31 -1.15 0.85
C 1.342 -0.585 0.736 0.39 0.88 1.04
C 1.751 0.576 1.649 0.58 -0.28 -0.92
C 2.962 1.236 1.541 -0.92 0.96 1.39
C 3.093 2.338 2.504 -3.14 -0.71 -0.36
C 1.848 2.522 3.146 1.82 0.00 -0.15
S 0.620 1.346 2.716 1.83 0.98 0.16
H -0.422 -2.110 3.120 -0.59 -1.00 -0.22
H 1.218 -2.723 2.577 -0.35 -0.17 0.18
H 0.910 -1.118 3.248 -0.12 -0.46 -1.14
H -0.312 -2.321 -0.752 0.40 0.32 1.34
H -0.502 -3.376 0.705 0.61 0.70 -0.45
H 1.096 -3.035 0.009 0.61 -0.07 0.31
H -1.897 -1.819 1.210 1.07 -0.07 0.18
H -1.333 -0.525 2.251 0.31 -0.17 -0.11
H -2.638 0.379 0.541 0.60 0.27 -0.32
H -0.852 0.708 0.188 0.50 1.92 -0.46
H -3.144 -0.918 -3.052 -1.52 -1.20 0.29
H -3.351 0.608 -4.867 1.41 0.58 1.13
H -1.396 2.380 -5.305 -0.38 -0.84 1.09
H 0.487 2.407 -3.580 -0.75 -1.16 0.08
H 0.431 0.986 -1.581 -1.05 0.04 -0.65
H 2.137 -1.316 0.565 0.32 0.69 -0.10
H 0.976 -0.170 -0.169 -0.04 -0.03 -1.11
H 3.674 1.118 0.745 0.31 -0.65 0.03
H 3.955 2.999 2.624 -0.42 -0.39 -0.03
H 1.665 3.274 3.921 -0.17 -0.44 -0.42
```
Positions in Å, forces in eV/Å.